C33H83O22P3 | ωB97M-V with the def2-TZVPD basis set

Last column: Löwdin charge in e.
Element x y z (Å)
C -4.4746 -3.1518 2.3669  -0.120
O -4.2397 -3.2220 3.7574  -0.194
P -2.8163 -2.6197 4.3296  0.434
O -2.5984 -2.8954 5.7637  -0.243
O -1.6288 -3.0830 3.3776  -0.222
C -0.2371 -3.0342 3.7514  -0.055
O -2.9047 -1.0454 3.9736  -0.243
C -4.0626 -0.2609 4.4122  -0.069
H -5.3651 -2.5335 2.2541  0.074
H -4.5767 -4.1089 1.8554  0.084
H -3.7822 -2.5684 1.7599  0.071
H 0.1046 -2.1259 3.2550  0.066
H 0.2939 -3.9119 3.3832  0.091
H -0.1073 -2.9234 4.8280  0.092
H -3.8395 0.7509 4.7504  0.081
H -4.6765 -0.7037 5.1965  0.090
H -4.7663 -0.1496 3.5873  0.066
C 1.5392 0.9889 -1.4607  -0.098
O 1.2110 -0.1997 -0.7748  -0.216
P -0.3434 -0.4322 -0.3690  0.474
O -1.3028 -0.5071 -1.4658  -0.217
O -0.6507 0.7850 0.6572  -0.249
C -1.9488 0.8611 1.2688  -0.073
O -0.3761 -1.7193 0.6871  -0.231
C 0.2044 -2.9879 0.3084  -0.086
H 2.4884 0.9102 -1.9907  0.084
H 1.4697 1.8497 -0.7956  0.080
H 0.7838 1.1919 -2.2197  0.070
H -1.8929 0.7698 2.3535  0.079
H -2.5898 0.0630 0.8943  0.081
H -2.4796 1.7907 1.0630  0.073
H -0.5857 -3.7305 0.1970  0.082
H 0.7297 -3.3574 1.1891  0.058
H 0.9323 -3.0461 -0.5009  0.095
C -6.0531 -3.3313 -3.9335  -0.110
O -5.9495 -3.0506 -2.5413  -0.238
P -5.5804 -4.3160 -1.5260  0.532
O -5.2612 -5.6854 -2.0663  -0.256
O -6.8874 -4.2812 -0.5247  -0.245
C -7.0067 -5.3943 0.3581  -0.118
O -4.4280 -3.7100 -0.5517  -0.253
C -3.1853 -3.2278 -1.0573  -0.091
H -5.5548 -4.2845 -4.1101  0.073
H -5.5565 -2.5647 -4.5283  0.089
H -7.1167 -3.3851 -4.1660  0.091
H -6.1625 -6.0815 0.4145  0.089
H -7.8980 -5.9310 0.0328  0.090
H -7.2006 -4.9567 1.3374  0.083
H -2.8235 -2.4512 -0.3833  0.065
H -3.3458 -2.7704 -2.0335  0.085
H -2.4459 -3.9918 -1.2976  0.092
C 4.2455 -3.4228 0.3683  -0.166
C 3.7526 -2.1092 0.9812  -0.137
C 3.4637 -2.5703 2.4288  -0.168
O 3.0420 -3.9292 2.2894  -0.163
C 3.4147 -4.5205 1.0218  -0.170
H 5.3028 -3.5822 0.5801  0.095
H 4.2905 -3.3826 -0.7201  0.114
H 2.8925 -1.6167 0.5276  0.088
H 4.5553 -1.3719 0.9830  0.092
H 2.7287 -1.9210 2.9045  0.091
H 4.3687 -2.5706 3.0363  0.122
H 2.4581 -4.6262 0.5102  0.090
H 3.8385 -5.5227 1.0857  0.118
C -0.8848 4.2317 -0.9466  -0.159
C -0.3488 5.4713 -1.6726  -0.189
C 0.8003 4.9304 -2.4389  -0.203
O 0.3261 3.6244 -2.8567  -0.153
C -0.8525 3.2434 -2.1064  -0.195
H -1.8945 4.3401 -0.5504  0.112
H -0.1978 3.9448 -0.1504  0.112
H -0.0856 6.2366 -0.9424  0.115
H -1.0591 5.9116 -2.3724  0.120
H 1.6617 4.9047 -1.7714  0.116
H 1.0142 5.4926 -3.3479  0.113
H -0.9720 2.3077 -1.5602  0.086
H -1.7154 3.3960 -2.7546  0.126
C -7.7667 -1.3070 1.6295  -0.083
O -6.8379 -0.2108 1.7626  -0.202
C -6.1812 0.2688 0.5826  -0.181
C -5.8132 1.7156 0.8245  -0.229
O -4.7960 1.7938 1.7730  -0.207
C -4.6051 3.0696 2.3572  -0.084
H -8.7047 -1.0405 1.1423  0.084
H -8.0829 -1.6116 2.6271  0.090
H -7.2987 -2.1353 1.0977  0.063
H -6.9063 0.3393 -0.2283  0.126
H -5.2965 -0.3080 0.3131  0.125
H -6.7114 2.2096 1.1951  0.125
H -5.6722 2.1116 -0.1811  0.126
H -5.5949 3.4386 2.6258  0.095
H -3.9727 3.7336 1.7679  0.081
H -4.0131 2.9015 3.2569  0.082
C 7.4750 -2.0071 -0.8499  -0.094
O 6.7138 -0.9275 -1.4620  -0.203
C 6.6286 0.2776 -0.6427  -0.161
C 5.8736 1.4085 -1.3748  -0.218
O 6.0871 2.5324 -0.5750  -0.206
C 5.4930 3.7240 -1.1731  -0.055
H 7.1660 -2.1711 0.1824  0.069
H 8.5226 -1.7059 -0.8603  0.082
H 7.3397 -2.9666 -1.3489  0.085
H 7.6487 0.5051 -0.3333  0.121
H 6.1687 0.0441 0.3175  0.097
H 4.8312 1.1832 -1.5998  0.109
H 6.2626 1.4623 -2.3916  0.102
H 4.4419 3.4899 -1.3421  0.069
H 5.9259 3.8876 -2.1600  0.087
H 5.5731 4.5395 -0.4542  0.090
C 3.0960 5.3480 -6.0269  -0.085
O 3.5021 3.9757 -6.0217  -0.189
C 2.8075 3.1412 -5.1614  -0.213
C 3.6069 1.8168 -5.0522  -0.172
O 4.8743 1.7741 -4.3843  -0.196
C 5.9908 2.1056 -5.2196  -0.090
H 2.1924 5.5427 -6.6046  0.086
H 3.9206 5.9466 -6.4139  0.086
H 2.9345 5.7439 -5.0243  0.071
H 1.7639 2.9389 -5.4021  0.131
H 2.8753 3.6151 -4.1821  0.109
H 3.5851 1.1936 -5.9462  0.128
H 2.9204 1.3138 -4.3712  0.102
H 6.9053 2.1875 -4.6323  0.083
H 5.8455 3.0114 -5.8083  0.078
H 6.1126 1.3482 -5.9940  0.084
C 0.7718 0.2178 5.3528  -0.097
O 1.4919 -0.2325 4.2204  -0.203
C 1.2134 0.2941 2.8923  -0.159
C 2.0851 1.5389 2.4894  -0.183
O 3.4399 1.0932 2.4542  -0.175
C 4.3210 2.1768 2.0841  -0.075
H 1.2283 1.1521 5.6795  0.085
H 0.8376 -0.5020 6.1687  0.087
H -0.3130 0.2330 5.2478  0.080
H 0.1540 0.5362 2.8071  0.094
H 1.4552 -0.4264 2.1109  0.086
H 1.8404 2.2486 3.2798  0.117
H 1.7759 2.0049 1.5538  0.104
H 4.2327 2.2061 0.9980  0.068
H 5.3454 1.9258 2.3593  0.092
H 4.0887 3.1668 2.4766  0.088

Calculated values
E_tot: -3986.4548 Eh